1.
63
Properties=species:S:1:pos:R:3:lowdin_charge:R:1 method="wB97M-V/def2-TZVPD" total_charge=+4 e_tot_ha=-7290.492570
Ti -0.011 0.094 -0.097 1.28
C -3.342 -3.381 0.363 0.03
N -3.658 -1.957 0.473 -0.04
C -5.078 -1.522 0.446 -0.03
C -4.984 0.010 0.357 -0.03
N -3.520 0.244 0.352 -0.06
C -2.933 1.564 0.395 0.00
C -2.868 -0.908 0.438 -0.30
N -1.477 -0.937 0.508 -0.05
C -0.841 -1.942 1.443 -0.14
C 0.300 -1.276 2.212 -0.14
N 1.173 -0.513 1.242 -0.06
C 2.550 -0.538 1.473 -0.31
N 3.416 -0.789 0.503 -0.06
C 3.119 -1.196 -0.858 0.01
C 4.794 -0.831 1.049 -0.03
C 4.583 -0.498 2.535 -0.03
N 3.111 -0.346 2.646 -0.04
C 2.517 0.132 3.894 0.03
H -4.048 -3.827 -0.336 0.12
H -3.445 -3.874 1.329 0.12
H -2.341 -3.523 -0.036 0.09
H -5.581 -1.867 1.348 0.15
H -5.562 -1.963 -0.423 0.15
H -5.420 0.510 1.220 0.15
H -5.430 0.411 -0.551 0.15
H -2.540 1.868 -0.581 0.10
H -3.701 2.285 0.672 0.13
H -2.160 1.621 1.172 0.09
H -0.469 -2.793 0.870 0.13
H -1.596 -2.301 2.142 0.15
H 0.903 -2.032 2.716 0.15
H -0.096 -0.592 2.963 0.13
H 2.222 -1.822 -0.884 0.09
H 3.942 -1.807 -1.226 0.12
H 3.018 -0.336 -1.524 0.10
H 5.423 -0.106 0.535 0.15
H 5.200 -1.830 0.897 0.15
H 5.053 0.440 2.827 0.15
H 4.922 -1.289 3.203 0.15
H 3.211 0.838 4.346 0.12
H 2.353 -0.692 4.586 0.12
H 1.587 0.658 3.693 0.09
Br 1.892 6.165 -1.959 1.04
C 1.282 4.539 -1.379 -0.64
C 1.071 4.288 -0.014 -0.03
C 0.639 3.049 0.377 -0.06
N 0.370 2.055 -0.509 -0.05
C 0.530 2.308 -1.842 -0.18
C 1.019 3.507 -2.298 0.00
C 0.197 1.173 -2.749 -0.18
C 0.008 1.329 -4.100 0.00
C -0.274 0.202 -4.891 -0.64
Br -0.485 0.367 -6.703 1.04
C -0.393 -1.046 -4.260 -0.03
C -0.249 -1.120 -2.900 -0.06
N 0.042 -0.037 -2.135 -0.04
H 1.257 5.053 0.729 0.14
H 0.496 2.820 1.426 0.13
H 1.201 3.670 -3.350 0.13
H 0.073 2.304 -4.562 0.13
H -0.611 -1.939 -4.830 0.14
H -0.362 -2.066 -2.384 0.13

=====

2.
110
Properties=species:S:1:pos:R:3:lowdin_charge:R:1 method="wB97M-V/def2-TZVPD" e_above_lowest_kj_mol=0.00 total_charge=-2 e_tot_ha=-4692.849207
Tl 0.809 2.247 -0.215 0.94
O -2.970 5.796 2.910 0.00
C -2.231 5.278 3.877 -0.32
C -2.623 5.543 5.199 -0.04
C -1.795 5.078 6.211 -0.14
C -0.687 4.265 5.994 -0.13
C -0.380 3.910 4.687 -0.04
C -1.113 4.445 3.631 -0.08
C -0.700 4.054 2.265 -0.43
O 0.131 3.121 2.125 -0.09
N -1.370 4.725 1.294 -0.01
N -1.058 4.380 0.035 0.01
C -1.905 4.831 -0.908 -0.07
C -1.957 4.457 -2.278 -0.18
C -3.023 4.951 -3.061 -0.08
C -3.038 4.764 -4.445 -0.16
C -1.983 4.135 -5.103 -0.13
C -0.982 3.527 -4.374 -0.02
C -0.971 3.668 -2.953 -0.37
O 0.036 3.185 -2.320 -0.17
H -2.397 5.545 2.031 0.08
H -3.530 6.138 5.358 0.11
H -2.041 5.364 7.247 0.09
H -0.126 3.965 6.888 0.09
H 0.382 3.162 4.468 0.12
H -2.668 5.562 -0.628 0.11
H -3.897 5.331 -2.520 0.10
H -3.839 5.193 -5.027 0.07
H -1.994 4.087 -6.189 0.09
H -0.254 2.931 -4.893 0.10
N 1.865 0.421 0.600 -0.47
S 2.517 -0.834 0.184 0.69
N 1.820 -2.295 -0.039 -0.46
S 0.315 -2.883 -0.034 0.94
N -1.045 -2.052 -0.382 -0.39
S -1.650 -0.526 -0.085 0.74
N -0.946 0.720 -0.338 -0.28
C -2.223 -0.668 1.619 -0.28
C -1.454 -0.117 2.643 -0.04
C -1.970 -0.032 3.959 -0.04
C -3.268 -0.500 4.232 -0.09
C -3.937 -1.185 3.247 -0.10
C -3.492 -1.162 1.933 -0.07
C -3.109 -0.697 -1.036 -0.33
C -3.872 0.457 -1.160 -0.04
C -4.987 0.442 -2.000 -0.06
C -5.375 -0.730 -2.639 -0.09
C -4.693 -1.918 -2.401 -0.08
C -3.570 -1.894 -1.577 -0.09
C -0.078 -3.806 1.499 -0.32
C -1.209 -4.616 1.480 -0.07
C -1.516 -5.362 2.627 -0.08
C -0.788 -5.182 3.786 -0.09
C 0.297 -4.297 3.813 -0.06
C 0.681 -3.623 2.632 -0.05
C 0.393 -4.168 -1.291 -0.31
C 1.341 -5.115 -1.147 -0.08
C 1.637 -6.024 -2.199 -0.05
C 0.873 -5.953 -3.373 -0.08
C -0.152 -5.009 -3.491 -0.07
C -0.429 -4.128 -2.436 -0.03
C 3.560 -0.372 -2.659 -0.18
C 2.417 0.112 -3.388 0.01
C 1.738 -0.717 -4.310 -0.09
C 2.360 -1.843 -4.807 -0.12
C 3.580 -2.299 -4.216 -0.10
C 4.183 -1.570 -3.173 -0.02
C 4.157 -1.205 0.960 -0.32
C 4.590 -2.470 1.380 -0.11
C 5.924 -2.623 1.817 -0.11
C 6.732 -1.465 1.914 -0.12
C 6.294 -0.208 1.503 -0.06
C 4.935 -0.051 1.162 -0.07
H -0.442 0.229 2.452 0.10
H -1.356 0.408 4.734 0.10
H -3.676 -0.415 5.240 0.10
H -4.894 -1.651 3.498 0.10
H -4.077 -1.570 1.129 0.10
H -3.545 1.374 -0.659 0.13
H -5.546 1.369 -2.086 0.11
H -6.228 -0.719 -3.325 0.10
H -5.039 -2.872 -2.777 0.10
H -2.959 -2.774 -1.358 0.08
H -1.842 -4.713 0.576 0.12
H -2.348 -6.018 2.613 0.09
H -1.140 -5.657 4.710 0.11
H 0.814 -4.042 4.746 0.11
H 1.625 -3.036 2.603 0.12
H 1.885 -5.152 -0.201 0.12
H 2.321 -6.838 -1.981 0.10
H 1.140 -6.552 -4.243 0.10
H -0.725 -4.962 -4.403 0.10
H -1.267 -3.459 -2.476 0.08
H 2.062 1.118 -3.200 0.10
H 0.761 -0.431 -4.672 0.10
H 1.865 -2.456 -5.546 0.08
H 3.980 -3.272 -4.519 0.09
H 5.139 -1.859 -2.738 0.11
H 3.844 -3.273 1.443 0.08
H 6.317 -3.623 2.036 0.09
H 7.741 -1.598 2.309 0.09
H 6.950 0.646 1.538 0.10
H 4.512 0.939 1.004 0.10
F 4.253 0.556 -1.794 -0.07
Te 4.148 3.689 -1.550 1.87
F 3.260 4.492 -3.222 -0.62
F 4.509 5.534 -1.058 -0.48
F 5.880 3.275 -2.668 -0.67
F 5.285 3.289 0.053 -0.58
O 2.525 3.837 -0.321 -0.79

=====

3.
42
Properties=species:S:1:pos:R:3:lowdin_charge:R:1 method="wB97M-V/def2-TZVPD" e_above_lowest_kj_mol=835.40 e_tot_ha=-1069.882783
H -0.986 0.082 -0.322 0.08
H -0.065 -0.056 0.704 0.01
H 4.434 -2.114 -0.777 0.03
H 3.438 -1.159 -1.646 -0.02
H -4.749 -2.442 -0.845 0.03
H -4.943 -0.852 -0.662 0.00
H 0.997 2.621 -2.499 0.07
H 2.303 2.087 -2.267 0.03
H 0.863 -1.661 4.817 0.09
H 1.361 -3.145 4.552 -0.02
H -3.024 -1.013 2.352 0.05
H -2.934 -0.651 0.915 0.06
H -3.234 4.333 1.556 0.07
H -3.882 2.952 1.150 0.13
H -2.706 -2.826 -2.531 0.01
H -2.594 -2.442 -1.026 0.04
H -0.050 2.089 0.121 0.01
H 0.639 3.329 -0.466 0.00
H -1.243 3.917 -0.557 0.07
H -1.704 3.496 0.839 -0.04
H 0.543 -0.560 -2.891 0.09
H 1.025 -0.338 -1.501 -0.02
H -0.153 -4.051 -1.101 0.06
H -0.515 -2.597 -0.828 -0.02
H 3.059 3.264 0.005 -0.06
H 3.616 2.179 0.741 0.04
H 3.839 -1.364 1.444 0.04
H 4.311 -2.877 1.528 0.09
O -0.192 -0.449 -0.100 0.00
O 3.891 -1.966 -1.590 -0.05
O -5.367 -1.671 -0.905 -0.08
O 1.429 1.772 -2.259 -0.11
O 0.869 -2.465 4.178 -0.07
O -3.561 -1.175 1.547 -0.09
O -3.085 3.376 1.656 -0.09
O -2.944 -2.215 -1.905 -0.01
O 0.777 2.543 0.012 -0.04
O -1.195 4.178 0.405 -0.09
O 0.989 0.100 -2.304 -0.10
O 0.240 -3.211 -0.756 -0.07
O 3.807 3.078 0.459 -0.01
O 4.636 -1.921 1.462 -0.09

=====

4.
8
Properties=species:S:1:pos:R:3:lowdin_charge:R:1 method="wB97M-V/def2-TZVPD" e_above_lowest_kj_mol=12.13 e_tot_ha=-5226.630058 smiles=BrCCBr
Br 2.107 0.088 -1.051 0.58
C 0.457 0.600 -0.086 -0.68
C -0.424 -0.606 0.127 -0.68
Br -2.284 -0.011 0.443 0.59
H -0.080 1.351 -0.660 0.04
H 0.834 1.027 0.834 0.05
H -0.155 -1.105 1.056 0.05
H -0.456 -1.345 -0.663 0.05

=====

5.
11
Properties=species:S:1:pos:R:3:lowdin_charge:R:1 method="wB97M-V/def2-TZVPD" e_above_lowest_kj_mol=335.66 e_tot_ha=-1059.615422
C 0.854 -0.065 0.732 -0.28
C -2.387 -0.273 -0.153 -1.06
H 3.276 -0.465 -0.748 0.14
H 0.320 -0.428 1.659 0.14
H 0.461 0.994 -0.929 0.08
H -1.758 -1.286 -0.207 0.08
N 2.089 -0.293 0.498 -0.05
N 0.026 0.623 -0.104 -0.46
O 2.447 0.127 -0.787 -0.10
S -1.402 1.235 0.157 0.87
S -3.926 -0.168 -0.118 0.64

=====

6.
93
Properties=species:S:1:pos:R:3:lowdin_charge:R:1 method="wB97M-V/def2-TZVPD" e_tot_ha=-10173.960156 smiles="O=C1C=C(S(=O)(=O)F)C(=O)c2ccccc21.ClCCCl.ClCCCl.ClCCCl.ClCCCl.ClCCCl.ClCCCl.ClCCCl.ClCCCl.ClCCCl"
O -1.878 -4.086 1.938 0.14
C -1.689 -3.255 1.083 -0.30
C -0.292 -2.739 0.723 0.07
C -0.053 -2.444 -0.547 -0.16
S 1.573 -1.780 -0.923 0.66
O 1.749 -1.486 -2.300 -0.27
O 2.543 -2.663 -0.372 -0.25
F 1.668 -0.440 -0.072 -0.14
C -1.151 -2.634 -1.618 -0.28
O -0.945 -2.974 -2.754 0.13
C -2.539 -2.333 -1.093 -0.09
C -3.530 -1.757 -1.866 -0.04
C -4.768 -1.475 -1.294 -0.24
C -5.017 -1.782 0.039 -0.09
C -4.032 -2.363 0.830 -0.12
C -2.799 -2.636 0.254 -0.10
H 0.456 -2.584 1.503 0.14
H -3.359 -1.506 -2.912 0.13
H -5.549 -1.026 -1.900 0.08
H -5.977 -1.598 0.522 0.12
H -4.180 -2.610 1.891 0.02
Cl -0.488 -6.978 -2.632 0.56
C 0.816 -5.950 -2.020 -0.69
C 2.163 -6.628 -2.047 -0.66
Cl 2.270 -7.959 -0.865 0.54
H 0.545 -5.640 -1.012 0.06
H 0.833 -5.064 -2.655 0.06
H 2.940 -5.910 -1.788 0.07
H 2.385 -7.034 -3.032 0.07
Cl -4.612 1.015 -1.082 0.74
C -4.981 2.633 -0.411 -0.60
C -3.763 3.523 -0.364 -0.66
Cl -2.570 2.962 0.835 0.54
H -5.412 2.494 0.578 0.07
H -5.739 3.079 -1.055 0.07
H -4.054 4.532 -0.073 0.07
H -3.270 3.576 -1.332 0.07
Cl 3.424 3.427 -5.230 0.56
C 3.393 1.743 -4.632 -0.71
C 3.869 1.637 -3.205 -0.65
Cl 5.610 1.985 -3.051 0.55
H 3.999 1.141 -5.301 0.03
H 2.365 1.401 -4.701 0.03
H 3.712 0.621 -2.843 0.06
H 3.333 2.320 -2.550 0.07
Cl -5.981 -2.612 5.281 0.55
C -4.335 -2.069 5.704 -0.68
C -3.947 -0.812 4.964 -0.67
Cl -3.738 -1.113 3.213 0.70
H -3.647 -2.885 5.493 0.07
H -4.328 -1.886 6.775 0.01
H -2.996 -0.437 5.337 0.05
H -4.689 -0.026 5.083 0.05
Cl -3.925 0.435 7.906 0.61
C -2.756 1.754 8.172 -0.63
C -3.187 3.035 7.504 -0.65
Cl -3.118 2.918 5.727 0.55
H -1.785 1.420 7.810 0.07
H -2.685 1.903 9.249 0.07
H -2.519 3.845 7.795 0.07
H -4.201 3.310 7.785 0.07
Cl 0.436 0.305 -7.549 0.54
C 0.401 -1.374 -6.949 -0.65
C 0.881 -1.475 -5.524 -0.64
Cl 2.625 -1.135 -5.381 0.63
H 1.004 -1.984 -7.618 0.07
H -0.632 -1.713 -7.014 0.07
H 0.724 -2.485 -5.150 0.07
H 0.350 -0.784 -4.873 0.07
Cl 10.166 3.150 -6.993 0.53
C 8.493 3.660 -6.644 -0.67
C 7.592 2.491 -6.335 -0.68
Cl 7.300 1.467 -7.767 0.53
H 8.129 4.228 -7.498 0.07
H 8.537 4.325 -5.783 0.06
H 6.620 2.853 -6.002 0.04
H 8.009 1.862 -5.552 0.06
Cl -3.830 -3.529 10.884 0.54
C -2.186 -2.984 11.299 -0.67
C -1.791 -1.743 10.538 -0.66
Cl -1.576 -2.061 8.799 0.53
H -1.499 -3.805 11.105 0.07
H -2.180 -2.777 12.368 0.07
H -0.839 -1.368 10.912 0.07
H -2.535 -0.956 10.646 0.06
Cl 5.120 9.214 -2.888 0.53
C 4.206 7.930 -3.721 -0.67
C 4.720 6.552 -3.387 -0.67
Cl 6.339 6.255 -4.067 0.53
H 4.253 8.124 -4.791 0.07
H 3.168 8.022 -3.402 0.07
H 4.057 5.798 -3.809 0.02
H 4.774 6.396 -2.312 0.07

=====

7.
31
Properties=species:S:1:pos:R:3:lowdin_charge:R:1 method="wB97M-V/def2-TZVPD" e_above_lowest_kj_mol=494.93 e_tot_ha=-908.397123 smiles="NC(=O)C[C@H](NC(=O)[C@@H](N)CC(N)=O)C(=O)O"
C -1.837 1.459 0.480 -0.28
C -0.517 0.578 0.869 -0.36
C -2.304 0.515 -0.698 -0.10
C -2.011 -1.040 -0.591 -0.45
C 1.736 0.602 0.262 -0.25
C 2.941 1.397 -0.065 -0.43
C 1.689 -0.766 -0.608 -0.05
C 2.097 -1.918 0.131 -0.51
H -2.378 3.438 -0.384 0.17
H -1.021 3.417 0.793 0.12
H -2.522 1.377 1.419 0.16
H -3.336 0.703 -1.091 0.12
H -1.541 0.756 -1.500 0.13
H -3.206 -2.450 0.514 0.11
H -4.086 -0.849 0.479 0.23
H 0.127 2.032 -0.351 0.16
H 1.666 0.169 1.338 0.19
H 0.546 -0.870 -0.909 0.12
H 2.282 -0.460 -1.542 0.16
H 0.322 -2.962 -0.363 0.04
H 1.530 -3.678 0.549 0.06
H 3.951 -0.096 0.022 0.08
N -1.472 2.835 0.026 -0.03
N -3.113 -1.495 0.113 0.11
N 0.514 1.200 0.215 0.07
N 1.259 -3.034 -0.100 0.20
O -0.404 -0.498 1.589 0.01
O -0.949 -1.681 -0.773 -0.03
O 2.802 2.616 -0.135 0.10
O 3.152 -2.032 0.762 0.05
O 4.084 0.733 -0.452 0.11

=====

8.
20
Properties=species:S:1:pos:R:3:lowdin_charge:R:1 method="wB97M-V/def2-TZVPD" e_above_lowest_kj_mol=380.24 total_charge=+1 e_tot_ha=-361.623291
C -1.247 -0.515 0.759 -0.31
C -2.019 0.419 -1.404 0.04
C 0.870 0.170 -0.222 -0.11
C -1.757 -0.982 2.091 0.00
C 2.983 0.974 -1.218 -0.01
N -2.060 -0.107 -0.208 0.00
N 0.137 -0.446 0.674 0.13
N 2.207 0.114 -0.325 0.01
H -0.950 0.650 -1.703 0.05
H -2.796 0.589 -2.140 0.08
H 0.420 1.104 -0.566 0.15
H -1.459 -1.976 2.164 0.06
H -2.829 -0.868 2.123 0.09
H -1.378 -0.406 2.967 0.11
H 3.917 0.584 -0.964 0.09
H 2.649 0.720 -2.152 0.07
H 2.858 2.020 -1.295 0.09
H -2.942 -0.315 0.107 0.13
H 0.625 -1.098 1.338 0.20
H 2.770 -0.630 -0.027 0.13